12 unconnected molecules or ions with the total composition C46H127N11O12 in a non-equilibrium geometry. Source: OMol25; level of theory: the ωB97M-V functional and the def2-TZVPD basis.

```
196
Properties=species:S:1:pos:R:3:forces:R:3
C 8.789900 22.041330 -4.644600 1.5 -1.4 -1.2
C 7.731050 22.495590 -3.730880 0.4 1.3 1.8
C 8.163570 22.585550 -2.210560 -0.7 -1.0 -0.9
O 9.246400 23.447820 -1.976300 -0.1 0.4 -0.6
C 9.655450 23.491160 -0.634640 0.4 -0.1 0.3
N 7.324490 23.812970 -4.153990 -0.6 0.4 -0.4
H 8.538220 22.185590 -5.695290 -0.3 0.4 0.0
H 8.952270 20.963960 -4.612580 0.1 -0.2 0.4
H 9.767200 22.502460 -4.501940 -0.1 0.2 0.2
H 6.888520 21.807500 -3.800020 -0.2 0.0 0.2
H 8.344810 21.555550 -1.903400 0.5 -0.2 0.4
H 7.302260 22.934890 -1.641160 -0.3 0.1 0.1
H 10.299510 22.631830 -0.447980 -0.1 -0.2 0.4
H 8.835780 23.556040 0.080920 -0.4 -0.4 -0.1
H 10.248060 24.375270 -0.399520 0.1 0.2 -0.7
H 6.569800 24.109740 -3.551920 -0.2 0.2 0.2
H 8.081870 24.455250 -3.969740 0.2 0.2 -0.1
C 1.714710 24.514510 -15.799160 1.1 0.8 -0.7
C 3.174300 25.010520 -15.859610 -0.4 -0.1 -1.7
C 3.307520 26.405420 -16.544920 -0.1 -1.2 -1.3
O 2.956270 26.328070 -17.963200 0.0 0.0 1.0
C 3.789560 25.428900 -18.669410 -0.6 -0.3 -0.3
N 3.863710 24.877950 -14.603070 -0.6 0.9 0.6
H 1.304250 24.513290 -16.808920 0.2 -0.3 -0.2
H 1.071460 25.249120 -15.314710 -0.1 -0.5 0.9
H 1.817010 23.488660 -15.445250 -0.9 0.1 0.4
H 3.657830 24.264190 -16.489920 0.2 0.2 -0.4
H 4.345070 26.739460 -16.543190 0.2 0.1 0.5
H 2.661600 27.159950 -16.095950 0.0 0.0 0.0
H 3.665640 25.597960 -19.739060 0.3 0.6 0.1
H 3.460660 24.392770 -18.589730 -0.1 -0.2 0.5
H 4.827440 25.477120 -18.339910 0.2 0.2 -0.2
H 4.816570 25.191400 -14.721000 0.5 -0.3 0.0
H 3.471970 25.623130 -14.045090 -0.1 0.2 0.9
C 4.340630 25.198390 -9.650630 1.5 -0.5 0.5
C 5.157350 23.900930 -9.964990 -2.0 0.1 -0.2
C 4.407550 22.687020 -9.277910 2.1 1.1 -0.7
O 4.403120 22.718470 -7.865390 -0.9 0.0 1.0
C 5.601590 23.009930 -7.175050 0.8 -0.7 -0.4
N 5.286010 23.713930 -11.429700 -0.2 0.2 0.8
H 3.252850 25.138370 -9.615680 0.0 -0.4 -0.6
H 4.668560 26.014170 -10.294890 -0.2 0.0 0.1
H 4.618720 25.416370 -8.619490 0.1 0.6 0.0
H 6.164840 24.007920 -9.562980 0.0 0.0 0.1
H 4.944520 21.784480 -9.569790 -0.2 -0.3 -0.4
H 3.382030 22.725180 -9.645270 -0.1 -0.4 0.2
H 5.594220 22.772750 -6.111190 -1.0 0.1 0.1
H 5.918540 24.049710 -7.255780 0.0 0.0 -0.2
H 6.362220 22.310640 -7.522230 0.5 0.3 -0.4
H 5.355200 22.729890 -11.646440 0.4 -0.5 -0.1
H 4.409370 23.955850 -11.869110 -0.2 0.2 0.0
C 3.470100 27.304600 -4.389840 -0.3 -0.4 1.6
C 4.405440 26.154830 -3.912720 -1.4 0.9 -0.5
C 3.691610 24.983360 -3.190810 -0.5 1.5 -1.3
O 4.668430 24.186480 -2.636320 1.0 -1.7 2.2
C 4.029020 23.179860 -1.798380 -0.8 1.3 -0.4
N 5.080000 25.704070 -5.106260 0.4 -0.3 0.4
H 2.576400 27.037420 -4.953770 0.4 -0.5 -0.5
H 4.073430 28.047260 -4.911900 -0.2 0.0 0.0
H 3.016170 27.725520 -3.492700 0.2 0.6 0.2
H 5.110580 26.610150 -3.217330 0.2 -0.1 0.2
H 3.137690 24.399990 -3.926310 -0.2 0.0 -0.4
H 2.950340 25.323260 -2.467570 0.1 0.2 0.5
H 3.348970 23.700070 -1.123840 -0.4 0.3 -0.1
H 4.599210 22.621570 -1.055890 1.0 -0.1 -1.0
H 3.418060 22.598510 -2.488930 0.1 -0.7 0.4
H 5.454710 24.805280 -4.838180 0.5 -0.2 -0.8
H 4.307240 25.528860 -5.732570 0.0 -0.3 -0.5
C 8.590050 21.992230 -10.714840 -0.4 0.5 1.1
C 9.797940 22.952680 -10.577660 -0.5 -0.3 -1.6
C 9.832690 23.953830 -9.401900 -1.2 -1.0 0.4
O 8.722060 24.878630 -9.464100 0.6 -0.6 0.3
C 8.386720 25.591050 -8.262750 0.4 -0.5 -0.2
N 11.045810 22.129380 -10.627440 -0.5 1.0 0.4
H 8.586470 21.346610 -11.593050 0.7 0.1 -0.1
H 7.651270 22.537230 -10.813670 0.0 0.3 0.1
H 8.486220 21.342710 -9.845680 0.1 -0.1 0.2
H 9.692320 23.525150 -11.499190 0.4 0.5 -0.1
H 10.792640 24.461850 -9.309640 0.1 0.3 -0.3
H 9.761480 23.292170 -8.538620 -0.2 0.2 0.7
H 7.480220 26.185290 -8.377710 -0.1 -0.3 -0.6
H 9.160610 26.319530 -8.020880 0.3 -0.2 0.3
H 8.191230 24.861400 -7.476940 0.3 0.2 0.4
H 11.794860 22.788640 -10.471230 0.5 0.0 0.3
H 11.178150 21.896850 -11.601360 -0.1 -0.4 -0.2
C 0.943080 17.366180 -3.174430 -0.4 1.5 -1.1
C 0.590740 18.216000 -4.439390 0.1 -0.6 0.4
C 1.815750 18.762150 -5.145480 0.5 -0.1 -0.4
O 2.470070 19.734270 -4.360950 0.7 0.4 0.5
C 3.659090 20.300190 -4.937330 -0.6 0.6 -0.1
N -0.294630 17.461390 -5.363130 0.5 0.4 0.1
H 1.507520 18.037490 -2.527250 0.0 -0.4 0.4
H 1.526370 16.483060 -3.435140 0.0 0.0 0.0
H -0.030800 17.095900 -2.766260 0.3 -0.2 0.5
H 0.079990 19.135960 -4.154920 -0.4 -0.2 0.3
H 1.496130 19.223560 -6.079840 0.1 -0.2 -0.4
H 2.546540 17.967530 -5.295900 0.0 -0.4 -0.6
H 4.189890 20.873050 -4.176950 0.0 -0.4 0.4
H 3.426000 21.070870 -5.672050 -0.4 0.0 -0.4
H 4.348970 19.629790 -5.449890 -0.1 -0.5 0.3
H 0.168050 16.613480 -5.658220 0.5 -0.1 -0.3
H -1.062090 17.083340 -4.826310 -0.4 0.3 0.2
C 8.298660 27.977320 -11.006870 -1.0 -0.4 -2.0
C 7.081990 27.001460 -11.294540 0.4 0.1 1.3
C 5.913710 27.494190 -12.171700 0.9 0.1 0.1
O 4.880320 28.126080 -11.469660 -0.6 1.5 0.4
C 5.060410 29.499550 -11.026960 0.8 -1.5 0.3
N 7.573760 25.720360 -11.792970 0.4 0.8 -0.5
H 8.766180 28.107930 -11.982810 0.3 0.0 -0.2
H 9.073540 27.559350 -10.364250 -0.4 0.0 0.3
H 7.992220 28.988050 -10.737410 0.0 -0.2 0.5
H 6.654730 26.824850 -10.307440 -0.5 0.2 0.3
H 5.413130 26.641290 -12.630030 0.3 -0.3 0.0
H 6.328850 28.097510 -12.979020 -0.1 0.4 -0.3
H 6.020120 29.609940 -10.522130 0.2 -0.1 0.0
H 4.318450 29.649420 -10.242650 -0.3 0.3 -0.5
H 5.074430 30.224870 -11.840470 -0.5 -0.1 -0.1
H 8.215580 25.420110 -11.073240 0.3 -0.1 -0.3
H 6.823150 25.049120 -11.714680 -0.4 -0.3 -0.3
C 1.055100 23.306260 -5.895230 0.2 -0.5 0.0
C 1.381000 24.219310 -7.034000 -1.0 0.4 -0.1
C 0.287520 25.318550 -7.266140 1.8 -1.0 0.7
O 0.670070 26.127460 -8.336690 -2.0 1.0 -1.1
C -0.489140 27.001910 -8.618420 1.5 -0.2 -0.3
N 2.734580 24.701590 -6.898270 -0.8 1.1 0.1
H 1.816960 22.526780 -5.903080 -0.2 -0.4 -0.2
H 0.078570 22.881720 -6.128150 -0.1 -0.3 0.7
H 1.191020 23.725060 -4.898120 -0.7 0.4 -0.1
H 1.363980 23.575130 -7.913120 -0.5 -0.1 -0.6
H 0.202690 25.973870 -6.399260 -0.2 -0.2 0.6
H -0.662890 24.834750 -7.491450 -0.1 -0.2 0.2
H -0.397210 27.359050 -9.644140 0.2 0.1 0.1
H -0.475540 27.830480 -7.910330 0.0 0.1 0.0
H -1.464400 26.520740 -8.544690 0.2 -0.5 0.1
H 3.290080 23.888200 -7.121670 0.5 0.1 -0.1
H 2.822540 25.330790 -7.683420 0.5 0.3 0.0
C 6.651330 17.447780 -3.883900 -0.7 2.2 0.9
C 5.891330 16.998400 -5.122730 1.4 1.0 0.3
C 6.471940 17.406290 -6.486080 -1.1 -0.1 -0.3
O 6.510330 18.819480 -6.654580 0.8 0.1 1.4
C 7.470500 19.268490 -7.567720 -0.4 -0.3 -1.6
N 5.983970 15.579690 -4.990170 -0.9 -1.9 -1.0
H 6.671260 18.525150 -3.719630 0.3 0.3 -0.3
H 7.656910 17.060510 -3.719830 0.0 -0.1 -0.6
H 6.053710 17.125930 -3.031050 0.0 -0.3 0.1
H 4.874550 17.390420 -5.098530 -0.2 -0.4 0.2
H 5.795300 17.093250 -7.281230 -0.3 -0.7 0.1
H 7.370660 16.812300 -6.652120 0.7 0.7 0.0
H 8.490030 18.929890 -7.383310 0.1 0.2 0.4
H 7.390040 20.334190 -7.781980 0.2 0.2 1.0
H 7.196910 18.898750 -8.555920 0.2 -0.6 -0.4
H 5.492700 15.288200 -4.157230 -0.3 -0.1 0.0
H 6.945800 15.361640 -4.772360 0.2 -0.2 -0.2
C 3.235920 19.691280 -13.898700 -0.3 -0.2 -2.3
C 4.557970 20.411180 -13.766230 -0.4 0.2 0.4
C 4.918290 21.422360 -14.919930 -0.3 -0.4 0.8
O 5.140590 20.781860 -16.167160 0.5 -0.3 -0.3
C 5.861990 21.635220 -17.081320 -1.0 -0.8 0.3
N 4.414110 21.005220 -12.403880 1.9 0.3 -0.8
H 3.158140 18.824740 -13.242060 0.2 0.0 -0.1
H 3.166310 19.405410 -14.948240 -0.4 -0.7 -0.1
H 2.370050 20.330290 -13.725420 0.1 0.3 0.2
H 5.332700 19.645610 -13.808660 0.3 0.1 0.4
H 5.840550 21.974240 -14.738340 -0.1 0.2 0.9
H 4.084210 22.119520 -14.999800 -0.1 0.4 -0.1
H 5.272940 22.548870 -17.161000 0.3 0.3 -0.3
H 5.923090 21.115270 -18.037370 -0.3 0.0 0.0
H 6.897920 21.839400 -16.810650 0.0 0.1 0.6
H 4.036560 20.249750 -11.849970 0.1 0.0 0.4
H 3.711860 21.726940 -12.481740 -0.3 0.0 0.1
C 3.610160 15.994340 -11.907610 -0.5 1.6 0.4
C 4.998340 16.556330 -11.743090 0.4 0.4 0.0
C 5.306250 17.484070 -10.514970 -1.4 -0.4 -0.8
O 4.317000 18.508120 -10.526600 -0.2 0.4 0.3
C 4.126760 19.164540 -9.270670 0.2 -0.6 -0.2
N 5.924880 15.467350 -11.710010 1.8 -0.7 0.6
H 3.512080 15.650830 -12.937410 0.0 -0.5 0.2
H 2.935620 16.846440 -11.823790 -0.5 -0.2 0.2
H 3.411040 15.256420 -11.130490 -0.3 -0.2 -0.3
H 5.158050 17.199850 -12.608240 0.4 -0.1 -0.2
H 6.300750 17.924020 -10.589220 0.2 -0.2 -0.1
H 5.229140 16.907790 -9.592980 0.0 -0.2 0.3
H 3.786200 18.427340 -8.543580 0.0 -0.1 0.3
H 3.365040 19.941100 -9.340280 0.0 -0.1 -0.4
H 5.044760 19.617430 -8.896150 0.1 0.0 0.0
H 6.000170 14.837050 -12.495600 -0.3 0.5 -0.5
H 5.702250 14.849930 -10.942330 0.0 0.1 0.3
C 0.912490 24.728230 -11.701000 -0.8 -1.6 0.5
C 1.148060 23.271570 -12.276190 -1.1 2.5 0.3
O 2.480320 23.155700 -12.638640 0.4 -0.5 -0.2
H -0.151600 24.947610 -11.613280 -0.3 -0.3 0.2
H 1.238270 25.546400 -12.343330 0.8 -0.3 0.1
H 1.300690 24.703500 -10.682770 0.3 0.8 -0.2
H 0.467440 23.228610 -13.126480 0.0 -0.7 -0.3
H 0.922520 22.498970 -11.541120 -0.1 0.1 0.0
H 2.612740 23.687480 -13.426850 0.6 0.2 -0.3
```
Forces are in eV/Å.

Properties
Energy above the lowest of the compared OMol25 structures with the same formula, charge and spin (kJ/mol): 345.50
Electronic energy (hartree): -3333.65568
Highest occupied orbital energy (eV): -8.11
F_max (hartree/bohr): 0.058
HOMO-LUMO gap (eV): 8.762
SMILES: COC[C@H](C)N.COC[C@H](C)N.COC[C@H](C)N.COC[C@H](C)N.COC[C@H](C)N.COC[C@H](C)N.COC[C@H](C)N.COC[C@H](C)N.COC[C@H](C)N.COC[C@H](C)N.COC[C@H](C)N.CCO